Record 1
The following is a quantum chemistry calculation of an isolated molecule of C5H8N2O2S2 at a distorted geometry, from the OMol25 dataset.

The value obtained for the LUMO energy (alpha / beta) is -1.07 / -1.07 eV. The energy relative to the best compared isomer or geometry (same formula, charge and spin) comes out at 3.249 eV. As for the largest force on an atom: 3.17 eV Å⁻¹.

Each line ends with the Mulliken charge.
Element x y z (Å)
C (0.258, 1.419, 0.188)  0.347
C (1.565, -0.972, 0.010)  0.713
C (-0.562, 0.274, -0.145)  0.779
C (-1.688, 0.445, 0.966)  -1.127
C (-1.310, 0.814, -1.422)  -1.434
N (2.192, 0.121, -0.368)  -0.390
N (0.142, -0.924, -0.136)  -0.038
O (0.130, 2.532, 0.514)  -0.299
O (2.063, -2.040, 0.404)  -0.768
S (3.760, 0.273, 0.061)  -0.182
S (-0.609, -2.518, 0.145)  -0.232
H (-1.293, 0.634, 1.967)  0.345
H (-2.340, -0.503, 0.773)  0.367
H (-2.208, 1.318, 0.730)  0.416
H (-0.801, 0.598, -2.294)  0.432
H (-1.515, 1.952, -1.220)  0.329
H (-2.269, 0.394, -1.486)  0.359
H (3.891, -0.887, 0.726)  0.146
H (0.592, -2.931, 0.587)  0.238



Record 2
The following is a quantum chemistry calculation of a cluster of 2 separate species, C5H8N2O3 in total at a distorted geometry, from the OMol25 dataset.

The value obtained for the LUMO energy is 0.10 eV. The energy relative to the best compared isomer or geometry (same formula, charge and spin) comes out at 0.938 eV. As for the largest force on an atom: 3.26 eV Å⁻¹.

Each line ends with the Mulliken charge.
Element x y z (Å)
O (0.404, 0.217, -0.877)  -0.532
C (0.293, -0.220, 0.258)  0.517
C (1.265, -0.236, 1.329)  -0.713
C (0.877, -0.352, 2.636)  -0.161
N (-0.443, -0.630, 3.034)  -0.163
C (-1.490, -0.765, 2.046)  0.321
O (-2.632, -1.065, 2.331)  -0.582
N (-1.019, -0.583, 0.746)  -0.093
H (2.274, -0.003, 1.068)  0.404
H (1.497, -0.292, 3.474)  0.447
H (-0.813, -0.517, 4.063)  0.300
H (-1.748, -0.713, 0.002)  0.223
C (0.278, 0.506, -3.460)  -0.348
O (0.055, 1.865, -3.511)  -0.511
H (-0.138, 0.210, -4.363)  0.295
H (1.385, 0.323, -3.603)  0.181
H (-0.212, 0.037, -2.523)  0.123
H (0.167, 2.218, -2.650)  0.291



Record 3
The following is a quantum chemistry calculation of a structure of composition C5H8N2O3 at a distorted geometry, from the OMol25 dataset.

The value obtained for the LUMO energy is 0.27 eV. The energy relative to the best compared isomer or geometry (same formula, charge and spin) comes out at 1.128 eV. As for the largest force on an atom: 3.19 eV Å⁻¹.

Each line ends with the Mulliken charge.
Element x y z (Å)
O (1.606, 0.339, 1.577)  -0.629
C (1.372, 0.713, 0.422)  0.642
N (0.856, -0.803, -0.698)  -0.392
C (-0.504, -1.260, -0.500)  -0.267
C (-1.031, -1.336, 0.888)  -0.663
C (-1.508, -0.231, -0.035)  -0.166
C (-1.112, 1.194, 0.135)  0.269
O (-1.971, 2.065, 0.216)  -0.662
N (0.211, 1.534, 0.149)  -0.156
H (1.528, -1.498, -0.374)  0.299
H (-0.854, -1.986, -1.235)  0.408
H (-1.756, -2.120, 1.105)  0.269
H (-0.361, -1.061, 1.699)  0.264
H (-2.520, -0.319, -0.428)  0.420
H (0.384, 2.534, 0.139)  0.261
O (2.452, 1.205, -0.279)  -0.542
H (1.026, -0.600, -1.682)  0.313
H (2.181, 1.632, -1.100)  0.333



Q: What is the energy relative to the best compared isomer or geometry (same formula, charge and spin) in the second record?
A: 0.938 eV